Here is C16H20BrNO3S in the gas phase from the OMol25 dataset. Energies are from ωB97M-V with the def2-TZVPD basis set.

CARTESIAN COORDINATES (ANGSTROEM)
C (3.2857, 3.6753, 0.3347)
C (4.1661, 2.9484, -0.6662)
O (3.7564, 1.5790, -0.7538)
C (3.7026, 1.0296, -1.9655)
O (4.0332, 1.5907, -2.9776)
C (3.1759, -0.3985, -1.9534)
C (4.0786, -1.3596, -1.1662)
C (3.9391, -1.1694, 0.3414)
C (2.4666, -1.2520, 0.7452)
N (1.7033, -0.2617, 0.0214)
C (1.1630, 0.8689, 0.5114)
O (0.6262, 1.7013, -0.1984)
C (1.1873, 1.0755, 2.0164)
S (0.2291, -0.2005, 2.9126)
C (-1.1798, -0.4058, 1.8560)
C (-1.6570, -1.6967, 1.6628)
C (-2.7575, -1.9154, 0.8575)
C (-3.3664, -0.8341, 0.2417)
Br (-4.8696, -1.1314, -0.8889)
C (-2.9052, 0.4568, 0.4359)
C (-1.8147, 0.6733, 1.2569)
C (1.7395, -0.4557, -1.4099)
H (3.4292, 3.2717, 1.3341)
H (3.5401, 4.7312, 0.3402)
H (2.2411, 3.5604, 0.0565)
H (4.0860, 3.3964, -1.6613)
H (5.2166, 2.9625, -0.3548)
H (3.1572, -0.7064, -3.0036)
H (3.7899, -2.3814, -1.4254)
H (5.1172, -1.2191, -1.4704)
H (4.3335, -0.1953, 0.6300)
H (4.5038, -1.9409, 0.8666)
H (2.0679, -2.2395, 0.4815)
H (2.3553, -1.1222, 1.8191)
H (2.1964, 1.0195, 2.4219)
H (0.7661, 2.0568, 2.2359)
H (-1.1621, -2.5243, 2.1472)
H (-3.1325, -2.9151, 0.7016)
H (-3.3942, 1.2898, -0.0444)
H (-1.4642, 1.6804, 1.4120)
H (1.3132, -1.4389, -1.6399)
H (1.1226, 0.3179, -1.8713)

Force components x, y, z for each atom (eV/Å):
C 0.1 -0.4 -0.2
C 0.1 0.6 -0.1
O -0.1 0.0 0.4
C -0.1 -0.5 -0.6
O 0.1 0.1 -0.1
C -0.1 0.0 0.0
C 0.1 0.3 0.1
C -0.1 -0.2 0.0
C 0.5 0.0 0.3
N -0.1 -0.3 -0.2
C 0.0 0.1 0.3
O -0.1 0.3 -0.1
C -0.4 -0.2 0.1
S 0.0 0.2 0.2
C 0.2 0.1 0.2
C 0.1 0.2 0.0
C -0.2 0.0 -0.1
C -0.1 0.0 -0.1
Br 0.2 0.0 0.1
C -0.1 -0.1 -0.1
C -0.1 -0.1 0.0
C -0.1 0.2 -0.4
H 0.0 0.0 0.2
H 0.1 0.1 0.0
H -0.1 0.0 0.0
H 0.1 -0.1 0.2
H -0.1 0.0 -0.1
H 0.0 0.1 0.1
H 0.0 0.0 0.0
H 0.0 -0.1 -0.1
H 0.0 -0.1 0.1
H 0.0 0.0 0.0
H 0.0 0.0 0.1
H -0.1 -0.1 -0.1
H 0.0 0.0 0.0
H 0.2 -0.1 -0.2
H 0.1 -0.1 0.0
H 0.0 -0.1 0.0
H -0.1 0.0 -0.1
H 0.1 0.1 0.0
H 0.0 0.0 0.0
H 0.0 -0.2 0.0

As for the charge: 0. The value obtained for the orbital gap is 8.958 eV. The SMILES is CCOC(=O)[C@H]1CCCN(C(=O)CSc2ccc(Br)cc2)C1. Its spin multiplicity is 1. The total energy is -105427.9937 eV.